Arrangement a

Below is a molecular structure, C18H19NO5S, with properties calculated with ωB97M-V/def2-TZVPD.

Structure (ORCA input):
```
! RIJCOSX wB97M-V def2-TZVPD def2/J DEFGRID3
* xyz 0 1
C 6.92 2.42 -0.81
H 7.86 1.76 -1.14
H 6.92 3.29 -1.68
H 7.09 2.84 0.06
O 5.68 1.51 -1.06
C 5.55 0.56 0.00
O 6.43 0.22 0.84
C 4.30 -0.06 -0.23
C 4.08 -1.15 0.63
C 2.98 -1.93 0.71
C 1.86 -1.29 -0.13
C 2.00 -0.29 -1.09
C 3.32 0.12 -1.09
H 3.46 1.24 -1.59
H 1.30 -0.12 -1.79
N 0.61 -2.15 -0.08
C 0.25 -3.32 0.58
O 0.80 -3.83 1.45
C -1.14 -3.38 0.15
C -2.21 -2.28 0.66
H -1.77 -1.61 1.12
H -3.24 -2.57 1.11
S -2.63 -1.31 -0.93
O -1.47 -1.04 -1.52
O -3.60 -2.03 -1.95
C -3.28 0.12 -0.42
C -4.73 0.03 -0.35
C -5.26 1.55 0.11
C -4.57 2.40 0.68
C -3.07 2.25 0.56
C -2.53 1.23 -0.04
H -1.50 0.98 -0.19
H -2.43 3.14 0.84
C -5.11 3.58 1.04
H -6.11 3.47 1.48
H -5.14 4.62 0.28
H -4.43 4.17 1.65
H -6.37 1.51 0.45
H -5.37 -0.56 -0.68
H -1.46 -3.61 -0.75
H -1.43 -4.45 0.96
H -0.10 -1.65 -0.65
H 2.70 -2.77 1.39
H 4.88 -1.61 1.41
*
```

---

Arrangement b

Below is a single C18H19NO5S molecule, with properties calculated with ωB97M-V/def2-TZVPD.

Structure (ORCA input):
```
! RIJCOSX wB97M-V def2-TZVPD def2/J DEFGRID3
* xyz 0 1
C -4.32 -1.98 -1.09
C -4.83 -0.55 -1.04
O -4.23 0.15 0.06
C -3.01 0.63 -0.13
O -2.42 0.61 -1.18
C -2.47 1.24 1.14
S -2.12 3.02 0.94
C -0.93 3.06 -0.45
C 0.38 2.39 -0.09
O 1.31 2.98 0.40
N 0.38 1.05 -0.36
C 1.43 0.17 -0.17
C 1.27 -1.19 0.07
C 0.05 -1.94 0.25
O -1.05 -1.38 0.24
C 0.20 -3.39 0.48
C -0.84 -4.31 -0.12
C -0.84 -4.07 1.34
O 2.49 -1.81 0.15
C 3.43 -0.87 -0.03
C 4.80 -1.06 -0.04
C 5.59 0.05 -0.27
C 5.03 1.31 -0.48
C 3.67 1.50 -0.47
C 2.84 0.40 -0.24
H -4.61 -2.51 -0.18
H -4.75 -2.50 -1.94
H -3.24 -1.98 -1.16
H -4.58 -0.03 -1.97
H -5.90 -0.50 -0.86
H -1.55 0.73 1.43
H -3.20 1.17 1.94
H -1.40 2.61 -1.32
H -0.75 4.12 -0.60
H -0.50 0.61 -0.63
H 1.22 -3.74 0.53
H -0.50 -5.25 -0.51
H -1.62 -3.84 -0.71
H -0.50 -4.86 2.00
H -1.61 -3.44 1.75
H 5.22 -2.04 0.13
H 6.67 -0.07 -0.28
H 5.69 2.15 -0.66
H 3.25 2.48 -0.62
*
```

Values from the calculation:
- SMILES string: CCOC(=O)CSCC(=O)Nc1c(C(=O)C2CC2)oc2ccccc12

---

Short version: arrangement a is the least stable of them.

---

Arrangement a

Below is a single C6H6N2O2 molecule, with properties calculated with ωB97M-V/def2-TZVPD.

Structure (ORCA input):
```
! RIJCOSX wB97M-V def2-TZVPD def2/J DEFGRID3
* xyz 0 1
N -1.11 0.94 1.24
N 0.12 0.46 1.73
C 1.02 -0.27 0.85
C 0.19 -1.39 0.29
O -0.20 -1.66 -1.02
C -1.21 -0.91 -0.32
C -1.20 0.66 -0.20
C 0.04 1.14 -1.02
O 1.00 2.00 -0.40
C 1.37 0.62 -0.33
H 1.83 -0.75 1.31
H -0.03 -2.27 1.01
H -2.10 -1.28 0.22
H -2.07 1.09 -0.58
H -0.01 1.05 -2.08
H 2.37 0.58 -0.72
*
```

Values from the calculation:
- SMILES string: N1=N[C@H]2[C@@H]3O[C@@H]3[C@@H]1[C@H]1O[C@@H]21

---

Arrangement b

Below is 2 unconnected molecules or ions with the total composition C6H6N2O2, with properties calculated with ωB97M-V/def2-TZVPD.

Structure (ORCA input):
```
! RIJCOSX wB97M-V def2-TZVPD def2/J DEFGRID3
* xyz 0 1
O 0.16 -1.12 2.47
C 0.37 -0.70 1.32
C 0.45 -1.46 0.02
C 0.47 -0.88 -1.18
N 0.54 0.52 -1.28
C 0.41 1.35 -0.15
O 0.33 2.53 -0.28
N 0.46 0.65 1.05
H 0.47 -2.49 0.13
H 0.33 -1.46 -2.07
H 0.25 0.95 -2.20
H 0.47 1.24 1.85
C -1.74 -0.89 -1.44
C -1.50 -0.19 -0.50
H -1.93 -1.48 -2.31
H -1.28 0.42 0.35
*
```

Values from the calculation:
- SMILES string: O=c1cc[nH]c(=O)[nH]1.C#C

---

Short version: arrangement a is the least stable of them.